(1)
34
Properties=species:S:1:pos:R:3:mulliken_charge:R:1 method="wB97M-V/def2-TZVPD" homo_energy_ev=-10.022 gap_ev=9.263 spin_multiplicity=1 smiles="O=[N+]([O-])c1ccccc1.ClCCl.ClCCl.ClCCl.ClCCl" lumo_energy_ev=-0.76
Cl -10.0186 -1.4535 -4.2932 -0.122
Cl -14.1116 2.0306 -0.0151 -0.160
Cl -10.8278 -1.7096 -1.4576 -0.138
Cl -18.3053 -0.5584 -9.6163 -0.146
Cl -16.0573 -5.0295 -11.0524 -0.182
Cl -14.6443 3.2592 -2.6358 -0.127
Cl -19.1573 -1.1990 -6.8872 -0.159
Cl -14.9405 -2.3406 -11.4167 -0.173
O -13.8905 -2.5231 -7.2042 -0.604
O -16.0489 -2.3741 -7.1688 -0.466
N -14.9580 -2.1474 -6.6347 0.876
C -16.0961 -0.9891 -4.7191 0.065
C -13.6748 -1.1925 -4.7133 -0.165
C -14.9023 -1.4037 -5.3457 -0.085
C -19.0200 -1.7789 -8.5230 -0.123
C -15.4883 -3.5645 -10.2039 0.578
C -14.8386 -0.0732 -2.9786 -0.263
C -16.0841 -0.2790 -3.5381 -0.769
C -9.4530 -1.5129 -2.5966 -0.315
C -13.6476 -0.4634 -3.5648 -0.198
C -14.2831 3.5638 -0.9172 -0.252
H -13.4033 4.2024 -0.8380 0.287
H -8.7620 -2.3372 -2.4199 0.306
H -12.6779 -0.1092 -3.2476 0.350
H -20.0708 -1.9828 -8.7290 0.353
H -18.3163 -2.6105 -8.4862 0.064
H -14.7862 0.5132 -2.0731 0.367
H -16.3589 -3.1549 -9.6917 -0.410
H -8.8675 -0.6405 -2.3065 0.290
H -16.9800 0.1530 -3.1170 0.407
H -15.1316 4.0866 -0.4758 0.270
H -14.6621 -3.7989 -9.5326 0.187
H -17.0559 -1.2176 -5.1585 0.183
H -12.7429 -1.3135 -5.2456 0.274

***

(2)
39
Properties=species:S:1:pos:R:3:mulliken_spin:R:1 method="wB97M-V/def2-TZVPD" de_lowest_kcal_mol=10.0 s_squared=0.759 homo_energy_ev="-9.368 / -9.315" gap_ev="8.861 / 9.065" spin_multiplicity=2 lumo_energy_ev="-0.51 / -0.25"
I -1.8797 5.0064 -2.4152 0.001
Co 0.2102 0.1049 -0.6078 0.951
P -2.6693 -0.4173 -0.0680 0.002
P -1.1119 0.9955 1.9041 0.002
O 0.8884 -1.9530 -1.3350 -0.007
O -2.2492 2.0822 2.1259 -0.001
O -3.3236 1.0750 -0.2171 0.000
O -0.2422 1.4854 0.7337 -0.024
O -0.4324 0.6555 3.1576 -0.001
O -3.7073 -1.4466 -0.0362 0.002
O -1.9016 -0.3278 1.3609 0.001
O -1.5842 -0.4932 -1.1260 0.024
N 1.9974 -0.1926 2.6748 0.005
N 1.3609 -1.0896 0.6594 0.010
N 0.5743 1.4966 -2.0184 0.032
N 0.7358 -3.3568 0.4587 -0.001
C -0.4382 2.3668 -2.0894 0.000
C 1.8052 1.9262 -2.3162 -0.001
C 0.8076 -3.4940 1.8028 0.003
C 0.2355 -4.3984 -0.4077 0.000
C 1.0408 4.1650 -2.6649 -0.002
C 0.9800 -2.1311 -0.1179 -0.003
C 1.5030 -1.2198 1.9787 0.005
C -0.2358 3.7005 -2.3889 0.001
C 1.2222 -2.4751 2.5946 -0.002
C 2.0759 3.2442 -2.6483 0.003
H 3.0806 3.5544 -2.8880 0.000
H 0.5210 -4.4590 2.1994 0.000
H 1.2270 5.2026 -2.8960 0.000
H -2.6998 2.2760 1.2977 0.000
H 0.7805 -4.3480 -1.3488 0.000
H -4.2705 0.9545 -0.1523 0.000
H 1.8064 -0.1725 3.6654 0.000
H 0.3734 -5.3668 0.0675 0.000
H 1.8915 0.7114 2.2321 0.001
H 1.2886 -2.5780 3.6628 0.000
H -0.8205 -4.2286 -0.6267 0.000
H -1.4250 1.9681 -1.9001 0.002
H 2.5847 1.1771 -2.3073 0.000

***

(3)
27
Properties=species:S:1:pos:R:3:mulliken_charge:R:1 method="wB97M-V/def2-TZVPD" de_lowest_kcal_mol=0.0 homo_energy_ev=-7.658 gap_ev=8.421 spin_multiplicity=1 smiles=Oc1ccc(N(CCF)CCF)cc1 lumo_energy_ev=0.76
F -2.6798 3.0324 -0.3115 -0.320
F -2.7425 -2.8988 -0.5804 -0.341
O 4.6034 0.1383 -0.3322 -0.545
N -0.8825 -0.0097 0.6915 0.120
C 1.1679 -1.1270 0.2477 -0.478
C -1.9655 1.9147 -0.6342 0.032
C -1.7074 1.1676 0.7211 -1.242
C 2.5392 -1.1196 0.0133 -0.809
C -1.5189 -1.3289 0.7211 -1.058
C 2.4983 1.2923 -0.1987 -1.191
C -1.8257 -1.7564 -0.6310 0.257
C 0.4634 0.0546 0.3632 0.979
C 3.2377 0.1018 -0.1539 0.838
C 1.1449 1.1867 0.0575 -0.138
H -0.9149 -2.1192 -1.1352 0.243
H -2.3208 -0.9386 -1.2429 0.056
H -2.7076 0.8652 1.1280 0.341
H -2.5983 1.2717 -1.2775 0.177
H 2.9851 -2.1003 -0.0036 0.299
H 2.8628 2.2967 -0.3960 0.409
H -0.9781 -2.1234 1.2507 0.417
H -2.4701 -1.1117 1.2597 0.355
H 0.5372 2.0799 0.1375 0.325
H 0.6521 -2.0762 0.3410 0.175
H 4.9767 -0.7230 -0.3136 0.268
H -1.3135 1.8397 1.4381 0.541
H -1.0432 2.1911 -1.1597 0.291

***

(4)
33
Properties=species:S:1:pos:R:3:mulliken_charge:R:1 method="wB97M-V/def2-TZVPD" homo_energy_ev=-13.075 gap_ev=8.549 spin_multiplicity=1 smiles="CCCc1cc(P(=O)(O)O)[nH+]c(COC(F)(F)F)c1I" lumo_energy_ev=-4.53 total_charge=+1
I 1.0700 -2.0832 1.9936 0.182
P -1.2465 2.9839 -1.6372 0.791
F 3.6311 -0.2784 3.2521 -0.212
F 2.4383 -0.2298 5.0806 -0.211
F 3.4214 1.5842 4.3490 -0.245
O -1.3473 2.4551 -3.1218 -0.490
O -2.4710 3.5253 -1.0730 -0.600
O 1.6154 0.7398 3.3282 -0.342
O 0.0723 3.8760 -1.5602 -0.544
N 0.2612 1.7591 0.2753 0.086
C -0.6499 1.5617 -0.6912 -0.311
C 2.7719 0.4480 4.0039 0.856
C -1.2927 -2.0923 -0.3573 -1.501
C -1.5432 -3.9716 -2.0272 -1.271
C -0.7803 -2.6883 -1.6754 -0.116
C -1.1412 0.3080 -0.8707 -0.288
C 0.7434 0.7896 1.0780 0.577
C 1.7685 1.3143 2.0539 -0.782
C 0.2778 -0.4967 0.9022 -0.385
C -0.7003 -0.7515 -0.0724 1.057
H -0.5415 2.5913 -3.6378 0.346
H 0.5961 2.7070 0.4100 0.290
H -0.9070 -4.6701 -2.5646 0.362
H -2.4124 -3.7596 -2.6459 0.332
H -1.8921 0.1398 -1.6292 0.507
H 0.2817 -2.9135 -1.5841 0.326
H -1.8881 -4.4856 -1.1302 0.336
H 2.7746 1.1788 1.6532 0.377
H -2.3755 -1.9650 -0.4331 0.305
H -0.1112 4.8036 -1.7782 0.363
H -1.1119 -2.8014 0.4437 0.552
H -0.9151 -1.9690 -2.4827 0.310
H 1.6037 2.3906 2.1483 0.343

***

(5)
28
Properties=species:S:1:pos:R:3:mulliken_charge:R:1 method="wB97M-V/def2-TZVPD" homo_energy_ev=-12.782 gap_ev=6.990 spin_multiplicity=1 smiles="C#CCc1ccn[n+](C[C@H](C)I)c1[PH2]=O" lumo_energy_ev=-5.79 total_charge=+1
I -0.7691 1.6194 4.1618 0.142
P -1.9267 1.2169 0.1714 0.443
O -2.8412 1.9614 -0.8918 -0.622
N 2.4049 0.6969 -0.1819 -0.785
N 1.1335 1.0271 0.1734 0.814
C -1.5061 -0.6384 -2.7104 -0.716
C -1.9468 -2.1502 -2.2254 -0.150
C -0.1950 0.7220 -0.4696 0.356
C -2.0851 -3.4886 -1.8140 -0.205
C 0.7227 -0.7004 2.4788 -0.877
C 2.5836 -0.1354 -1.4048 -0.197
C 1.0214 1.8608 1.4729 -0.847
C -0.1693 -0.1814 -1.8775 0.259
C 0.8537 0.9173 2.8114 -0.374
C 1.3465 -0.6565 -2.4044 -0.342
H -1.1761 -0.7255 -3.8544 0.342
H 0.2208 2.7216 1.3829 0.497
H 2.0677 2.4209 1.6028 0.288
H 0.5712 -1.2481 3.5272 0.385
H -1.8722 2.1121 1.3357 0.052
H 1.8503 1.0204 3.4603 0.467
H 1.7205 -1.1531 2.0083 0.261
H 1.5135 -1.2961 -3.3703 0.351
H 3.6935 -0.4593 -1.7017 0.347
H -2.0540 -4.6357 -1.4873 0.359
H -2.5391 -0.0143 0.6909 0.189
H -2.3902 0.1288 -2.6938 0.357
H -0.2328 -0.9429 1.8096 0.205

***

(6)
26
Properties=species:S:1:pos:R:3:mulliken_charge:R:1 method="wB97M-V/def2-TZVPD" de_lowest_kcal_mol=75.7 homo_energy_ev="-11.825 / -10.717" gap_ev="7.773 / 6.608" spin_multiplicity=1 lumo_energy_ev="-4.05 / -4.11" total_charge=+1
I -0.2873 -2.7476 1.9797 0.152
O -3.3175 1.9202 -2.1699 -0.546
N 2.2915 -0.5464 2.0324 0.039
C -1.6090 0.2593 -2.5038 -0.810
C -0.8132 -0.8750 -0.5464 0.841
C -2.4533 1.0593 -1.6665 0.619
C 1.7651 0.5654 0.2571 0.140
C -2.3532 0.8846 -0.3254 -0.686
C 2.1586 -0.7862 0.5889 -0.639
C -0.1655 -1.9901 0.0988 -1.247
C 1.9349 0.9580 1.7431 -0.508
C -0.8025 -0.6999 -1.9164 -0.204
C -1.5401 -0.0286 0.2507 -0.395
H 1.0021 1.2479 2.1830 0.303
H 3.2023 -0.7658 2.5435 0.350
H 2.4762 1.1474 -0.4411 0.287
H 2.7633 1.6110 2.1710 0.301
H -3.0350 1.5041 0.1729 0.372
H 2.7383 -1.4014 -0.0615 0.363
H 0.8236 0.7802 -0.1128 -0.032
H -3.6012 2.7037 -1.6221 0.350
H 1.5893 -1.0918 2.4746 0.126
H 0.2087 -2.8033 -0.5438 0.547
H -1.5135 0.5665 -3.4385 0.574
H -1.4617 -0.2252 1.2848 0.338
H -0.0010 -1.2464 -2.4321 0.364

***

(7)
32
Properties=species:S:1:pos:R:3:mulliken_spin:R:1 method="wB97M-V/def2-TZVPD" de_lowest_kcal_mol=34.7 s_squared=2.018 homo_energy_ev="-20.339 / -20.340" gap_ev="5.239 / 5.090" spin_multiplicity=3 lumo_energy_ev="-15.10 / -15.25" total_charge=+3
Mo 1.9044 1.1098 -0.9111 1.136
O 0.0736 2.1573 1.4464 0.018
O 1.2213 -2.8443 -3.2963 0.001
O -0.5521 1.2116 -2.8731 0.068
O -0.4244 -1.9925 -1.0561 0.190
O 3.8371 2.5847 -2.8748 0.039
O 4.2268 5.5264 2.3330 0.000
N -2.0759 -0.8782 -0.0779 0.647
N 0.0104 -1.0714 1.0573 0.030
C -0.6151 -1.2662 2.3623 -0.002
C 0.8251 1.8260 0.5982 -0.041
C 3.8824 5.2605 1.2700 0.000
C -0.7832 -1.3351 -0.0585 -0.056
C -2.7096 0.1111 0.7708 0.020
C 1.2479 -1.8537 -2.7230 0.003
C 3.1483 1.9953 -2.1242 -0.059
C -2.7663 -1.2070 -1.2973 -0.005
C 0.3703 1.0283 -2.1552 -0.095
C 1.4300 -1.4465 0.9599 0.013
H 2.1393 2.4481 -0.3086 -0.086
H 0.0463 -1.8468 3.0080 0.002
H -2.4567 -2.1821 -1.6717 0.022
H -2.0363 0.9739 0.9484 0.022
H 1.6616 -2.1712 1.7614 0.004
H -0.8146 -0.2961 2.8236 0.001
H 1.6549 -1.8994 -0.0177 -0.008
H 2.0814 -0.5510 1.0927 0.007
H -3.0121 -0.3385 1.7391 0.037
H -3.6148 0.4291 0.2252 0.010
H -2.4990 -0.4757 -2.0718 0.067
H -3.8431 -1.2004 -1.1130 0.015
H -1.5578 -1.8057 2.2341 0.000

***

(8)
25
Properties=species:S:1:pos:R:3:mulliken_charge:R:1 method="wB97M-V/def2-TZVPD" de_lowest_kcal_mol=65.4 homo_energy_ev=-13.163 gap_ev=8.041 spin_multiplicity=1 lumo_energy_ev=-5.12 total_charge=+1
N 3.0782 -0.7285 -0.1521 -0.288
N -1.7187 -1.2889 1.4485 -0.612
C 1.1908 -2.1715 -0.2663 -1.318
C -0.6141 2.7829 0.2612 -0.648
C 0.8438 0.3064 0.0794 0.554
C 0.8325 2.7326 0.4138 -0.501
C 1.7165 -0.8309 -0.1051 1.242
C 1.5335 1.5489 0.1697 -1.036
C -2.5987 -0.7010 -0.8264 -1.526
C -0.5762 0.3231 0.0931 1.047
C -1.2433 1.6078 0.2395 -0.571
C -1.5653 -0.7366 0.2840 0.095
H -3.6100 -0.3216 -0.6039 0.430
H -1.1194 3.7830 0.5485 0.337
H -2.3837 -0.2546 -1.7872 0.451
H 3.6124 -1.4176 -0.6871 0.294
H 2.5760 1.4506 0.2803 0.362
H 1.7341 -3.0158 -0.4899 0.473
H -2.7496 -1.7446 -1.0975 0.404
H 1.5055 3.5673 0.5795 0.386
H -2.3162 1.5281 0.1284 0.339
H 3.4669 0.0830 0.0530 0.081
H 0.2615 -2.2229 -0.8346 0.345
H 0.6240 -2.3393 0.7126 0.359
H -2.4808 -1.9399 1.5585 0.301